62
Properties=species:S:1:pos:R:3:forces:R:3 method="wB97M-V/def2-TZVPD" e_lumo_ev="-4.6 / -3.9" de_lowest_ev=1.500 charge=+1 total_energy_ev=-120286.903 homo_energy_ha="-0.415 / -0.415" multiplicity=2
V 1.3085 0.0897 -0.2723 0.02 -0.33 -0.36
C 1.9771 0.2910 1.6183 0.11 0.03 0.04
H 1.9755 1.3516 1.8659 -0.01 -0.01 0.03
H 2.9974 -0.0836 1.6797 0.00 -0.02 0.00
H 1.3272 -0.2526 2.3049 0.00 -0.01 0.00
C 5.7613 -4.8234 3.6596 0.00 0.00 0.01
C 5.0150 -4.3245 2.4575 -0.01 -0.02 -0.02
C 4.9719 -2.9698 2.1462 -0.02 0.01 -0.02
C 4.2741 -2.5115 1.0392 0.08 0.02 -0.03
C 3.6048 -3.4219 0.2395 -0.10 -0.01 -0.06
C 3.6525 -4.7854 0.5119 -0.03 0.00 0.05
C 4.3500 -5.2235 1.6196 0.02 0.01 0.02
S 2.8108 -2.8673 -1.2274 -0.07 -0.21 0.07
O 3.6799 -3.0613 -2.3327 0.03 0.05 -0.01
O 2.3380 -1.4994 -0.9649 -0.02 0.16 0.15
N 1.4715 -3.7412 -1.4647 0.19 0.06 0.18
C 0.1159 -3.3855 -1.0427 -0.08 -0.04 -0.03
C -0.1435 -3.2716 0.4642 0.09 0.08 0.06
C -0.6105 -1.8979 0.9068 -0.08 -0.16 0.16
O -1.2949 -1.6688 1.8563 -0.01 -0.08 -0.05
O -0.0899 -0.9058 0.1515 0.27 0.52 -0.20
H 6.3311 -4.0270 4.1335 0.00 0.00 0.00
H 6.4501 -5.6217 3.3833 0.00 0.00 0.00
H 5.0686 -5.2309 4.3978 0.00 0.00 0.00
H 5.4999 -2.2603 2.7701 0.00 0.00 0.01
H 4.2825 -1.4625 0.7819 0.00 0.02 0.01
H 3.1620 -5.5057 -0.1298 -0.02 0.00 0.01
H 4.3880 -6.2832 1.8384 0.00 0.00 0.00
H 1.6587 -4.6990 -1.7192 -0.01 0.03 -0.15
H -0.5293 -4.1429 -1.4832 0.02 -0.02 0.03
H -0.1495 -2.4511 -1.5219 -0.01 -0.01 -0.01
H 0.7811 -3.4495 1.0248 0.00 -0.03 -0.02
H -0.8645 -4.0038 0.8216 -0.03 0.03 0.00
Cl 0.0389 2.2388 -0.0878 -0.06 0.10 0.11
C 0.8074 2.7868 -1.6513 -0.03 -0.01 0.00
Cl 0.5191 4.4777 -1.9200 0.01 -0.02 -0.01
Cl -2.3986 2.7368 -2.2551 0.02 -0.01 0.02
C 2.3331 2.4647 -1.5288 -0.02 0.25 -0.18
O 3.1441 3.1541 -2.0610 0.00 -0.03 0.08
O 2.5452 1.3360 -0.8960 -0.15 -0.34 0.18
C -4.0236 -3.2671 -0.2280 0.01 0.00 0.02
P -3.3072 -1.7686 -1.0063 0.00 -0.03 -0.09
C -4.3375 -1.6649 -2.5272 0.00 0.00 0.03
C -4.0839 -0.4590 0.0091 0.04 0.02 0.01
H -5.1128 -3.2154 -0.1788 0.00 0.01 0.00
H -3.6352 -3.3663 0.7870 0.01 0.00 0.00
H -3.7422 -4.1574 -0.7924 0.00 0.00 0.00
H -5.4019 -1.7659 -2.3078 0.00 0.01 0.01
H -4.0513 -2.4466 -3.2323 -0.01 0.00 0.00
H -4.1848 -0.6959 -3.0074 -0.02 0.01 0.00
H -5.1646 -0.5930 0.0828 0.00 -0.01 0.00
H -3.8772 0.5177 -0.4321 0.00 -0.01 0.00
H -3.6507 -0.4751 1.0098 0.00 0.00 0.00
N -1.4327 0.7143 -3.6829 0.03 -0.02 -0.07
C -1.1406 2.0882 -3.3606 0.02 0.05 -0.06
C 0.2847 1.9031 -2.7842 0.01 0.08 -0.02
N 0.3654 0.4960 -2.3818 -0.24 -0.13 0.19
C -0.6393 -0.0858 -2.9386 0.12 0.02 -0.07
H -2.3423 0.4292 -4.0082 -0.01 0.00 0.02
H -1.1475 2.7347 -4.2304 -0.02 0.02 0.02
H 0.9746 2.0761 -3.6195 -0.01 -0.01 -0.01
H -0.8604 -1.1386 -2.8432 -0.03 0.01 -0.01